# C16H27N3O4S

A single C16H27N3O4S molecule in a non-equilibrium geometry (wB97M-V/def2-TZVPD, the Open Molecules 2025 dataset).

Properties
SMILES string	CC(C)OCCCNC(=O)c1cc(S(=O)(=O)N2CCCCC2)c[nH]1
LUMO energy	0.511	eV
HOMO	-8.97	eV

Each line ends with the natural charge from an NBO analysis.
Positions of all 51 atoms, in Å:
C  1.05  -2.62  6.58  -0.61
C  0.28  -2.89  5.29  0.11
C  -0.63  -1.71  4.94  -0.64
O  1.26  -3.15  4.29  -0.54
C  0.80  -3.68  3.07  -0.06
C  0.76  -2.64  1.95  -0.43
C  0.39  -3.28  0.62  -0.23
N  0.34  -2.31  -0.45  -0.59
C  -0.81  -1.95  -1.06  0.65
O  -1.90  -2.45  -0.80  -0.64
C  -0.69  -0.91  -2.09  0.01
C  0.35  -0.12  -2.54  -0.24
C  -0.18  0.69  -3.56  -0.44
S  0.73  1.91  -4.49  2.36
O  0.06  2.06  -5.75  -0.94
O  2.11  1.52  -4.47  -0.94
N  0.62  3.35  -3.70  -0.68
C  1.37  3.52  -2.48  -0.23
C  0.52  3.23  -1.23  -0.42
C  -0.74  4.08  -1.26  -0.40
C  -1.52  3.79  -2.55  -0.42
C  -0.64  4.07  -3.76  -0.23
C  -1.51  0.37  -3.71  -0.01
N  -1.80  -0.59  -2.81  -0.46
H  0.37  -2.48  7.41  0.21
H  1.72  -3.45  6.79  0.22
H  1.65  -1.72  6.46  0.21
H  -0.34  -3.79  5.42  0.16
H  -1.28  -1.49  5.79  0.21
H  -0.03  -0.83  4.72  0.21
H  -1.26  -1.94  4.09  0.21
H  -0.19  -4.15  3.20  0.17
H  1.52  -4.47  2.80  0.18
H  1.74  -2.17  1.88  0.20
H  0.03  -1.86  2.19  0.21
H  1.12  -4.06  0.36  0.19
H  -0.61  -3.73  0.67  0.23
H  1.19  -1.84  -0.70  0.40
H  1.37  -0.10  -2.21  0.24
H  2.22  2.85  -2.55  0.24
H  1.73  4.55  -2.44  0.20
H  0.25  2.17  -1.21  0.21
H  1.11  3.45  -0.34  0.21
H  -1.36  3.86  -0.39  0.21
H  -0.47  5.14  -1.23  0.19
H  -1.84  2.75  -2.55  0.20
H  -2.41  4.42  -2.60  0.21
H  -1.12  3.76  -4.69  0.24
H  -0.41  5.14  -3.82  0.20
H  -2.22  0.77  -4.40  0.24
H  -2.68  -1.06  -2.67  0.44

# C18H66N18O15

15 unconnected molecules or ions with the total composition C18H66N18O15 in a non-equilibrium geometry (wB97M-V/def2-TZVPD, the Open Molecules 2025 dataset).

Properties
LUMO energy	-0.981	eV
HOMO	-8.05	eV

Each line ends with the Mulliken charge.
Positions of all 117 atoms, in Å:
C  15.33  9.10  10.01  -0.39
C  15.54  8.80  8.48  -0.61
O  14.31  8.55  7.87  -0.53
H  14.87  8.31  10.55  -0.07
H  14.64  9.97  10.10  0.04
H  16.23  9.47  10.46  0.62
H  16.20  7.96  8.31  0.36
H  15.93  9.64  8.01  0.61
H  14.45  8.91  6.97  -0.48
C  10.89  16.51  11.12  -1.39
C  10.12  15.42  10.46  -0.02
O  10.60  14.21  11.02  -0.01
H  11.93  16.27  11.10  0.25
H  10.63  16.61  12.16  0.35
H  10.65  17.41  10.57  0.41
H  10.25  15.34  9.39  0.21
H  9.08  15.48  10.77  0.09
H  11.29  13.87  10.37  0.04
C  10.46  9.92  14.52  -1.08
C  9.60  9.48  13.40  -0.15
O  9.50  10.52  12.46  -0.18
H  11.47  10.10  14.13  0.09
H  10.51  9.14  15.27  0.46
H  10.02  10.80  15.03  0.32
H  8.60  9.11  13.60  0.37
H  10.15  8.67  12.88  -0.02
H  9.05  11.25  12.89  0.12
C  13.61  6.50  12.23  0.18
O  13.57  5.22  11.72  -0.93
N  14.57  6.95  12.94  -0.23
N  12.58  7.27  12.06  0.17
H  15.31  6.37  13.22  0.25
H  14.61  7.93  13.28  0.19
H  11.82  7.03  11.44  0.22
H  12.61  8.31  12.20  -0.01
C  9.66  13.73  6.77  0.02
O  10.25  12.77  7.61  -0.30
N  9.87  13.82  5.54  -0.59
N  8.76  14.62  7.18  -0.48
H  10.63  13.28  5.08  0.31
H  9.57  14.67  5.08  0.19
H  8.27  14.30  8.06  0.20
H  8.19  15.22  6.55  0.25
C  14.10  4.86  8.39  0.46
O  14.06  4.76  7.02  -0.81
N  14.16  5.97  9.06  -0.07
N  14.02  3.89  9.20  -0.28
H  14.17  6.91  8.54  -0.13
H  13.94  6.02  10.04  0.25
H  14.23  2.87  8.93  0.26
H  13.89  4.07  10.25  0.22
C  8.32  8.58  8.81  0.12
O  9.08  8.80  7.71  -0.45
N  8.52  9.24  9.91  -0.47
N  7.49  7.62  8.96  -0.21
H  9.38  9.83  10.02  -0.07
H  8.02  8.93  10.75  0.14
H  7.21  7.19  8.10  0.37
H  6.94  7.49  9.77  0.20
C  13.52  13.69  9.97  0.24
O  14.05  14.60  10.83  -0.76
N  12.61  13.91  9.14  -0.20
N  13.85  12.41  9.93  0.36
H  12.41  14.92  8.98  0.35
H  12.06  13.18  8.62  -0.20
H  14.69  12.25  10.51  0.20
H  13.34  11.60  9.46  -0.31
C  8.41  10.68  4.82  0.50
O  8.10  9.54  4.22  -0.75
N  8.94  10.63  6.03  0.24
N  8.29  11.87  4.36  -0.28
H  8.86  9.77  6.55  0.26
H  9.28  11.40  6.53  -0.01
H  7.77  11.99  3.39  0.27
H  8.81  12.64  4.77  0.27
C  15.15  10.28  5.48  0.49
O  16.34  10.94  5.55  -0.78
N  14.05  10.83  5.84  -0.11
N  15.08  9.07  5.16  -0.26
H  14.09  11.80  6.16  0.07
H  13.06  10.40  5.74  0.45
H  15.99  8.71  4.74  0.28
H  14.34  8.42  5.09  0.19
C  7.60  12.79  9.79  0.19
O  8.08  12.50  11.01  -0.50
N  7.56  11.88  8.85  -0.02
N  7.35  13.95  9.26  -0.36
H  8.00  10.99  9.13  -0.42
H  7.27  11.98  7.90  0.28
H  7.51  14.77  9.83  0.21
H  6.54  14.01  8.61  0.38
C  11.75  10.21  9.81  1.05
O  12.23  9.65  10.99  -0.28
N  10.60  10.90  9.79  2.59
N  12.39  10.35  8.72  1.31
H  10.19  11.08  10.73  0.55
H  10.45  11.63  9.11  -1.64
H  13.24  9.74  8.64  -0.79
H  12.01  10.68  7.84  -0.58
C  12.41  12.69  12.92  -0.40
O  11.81  12.81  14.19  -0.62
H  11.64  12.21  12.29  -0.09
H  13.31  12.11  12.85  0.29
H  12.56  13.67  12.55  0.58
H  11.00  13.34  14.05  0.33
C  11.07  6.53  9.28  -0.36
O  10.47  7.09  10.38  -0.85
H  10.42  6.49  8.41  0.44
H  11.61  5.60  9.42  0.51
H  11.88  7.19  8.96  -0.27
H  9.90  7.82  10.10  0.05
C  11.51  8.49  6.08  -0.81
O  11.57  9.84  5.70  -0.66
H  10.68  8.00  5.67  0.51
H  11.47  8.52  7.17  0.10
H  12.42  7.93  5.93  0.22
H  10.66  10.08  5.75  0.19